{"formula": "C6H10NO", "method": "ωB97M-V with the def2-TZVPD basis set", "largest_force_ev_per_a": 11.358, "orbital_gap_ev": [6.66, 8.26], "charge": 1, "de_lowest_kcal_mol": 106.2, "s2": 2.004, "multiplicity": 3, "e_lumo_ev": [-2.95, -7.13], "homo_ev": [-9.614, -15.391], "species": ["C", "C", "C", "C", "C", "C", "N", "O", "H", "H", "H", "H", "H", "H", "H", "H", "H", "H"], "coordinates": [[-2.62, 1.70, -0.44], [-2.25, 0.57, -0.35], [0.93, -1.19, -0.66], [0.65, 0.19, -0.39], [1.39, 1.13, 0.52], [-1.81, -0.79, -0.29], [-0.30, -0.79, 0.13], [-2.25, -1.61, 0.68], [-2.82, 2.63, -0.05], [0.69, -1.65, -1.61], [1.80, -1.73, -0.06], [0.30, 0.59, -1.32], [1.93, 0.45, 1.24], [0.64, 1.87, 0.86], [2.35, 1.58, -0.04], [-1.90, -1.24, -1.28], [-0.23, -1.23, 1.08], [-3.17, -1.86, 0.62]], "mulliken_spin": [0.97, 0.71, 0.03, -0.02, 0.00, 0.10, 0.04, -0.02, 0.05, 0.00, 0.00, 0.00, 0.00, 0.01, 0.00, 0.12, 0.01, 0.00]}